Record 1
ORCA calculation (ωB97M-V/def2-TZVPD) on a structure of composition C19H34IrN2O3.

Calculated values
* ΔE to the lowest compared entry with this formula, charge and spin: 0.0 kJ/mol
* LUMO: -3.081 eV
* max |F|: 0.34 eV Å⁻¹
* charge: +1
* orbital gap: 9.607 eV
* DFT total energy: -1183.70252 hartree

Each line ends with the Löwdin charge.
CARTESIAN COORDINATES (ANGSTROEM)
Ir  -0.330  0.891  -0.426  1.4799
C  -0.225  0.722  1.683  -0.0888
C  0.964  0.121  1.122  -0.1697
C  0.517  -0.967  0.263  -0.1987
C  -0.923  -0.992  0.358  -0.0975
C  -1.383  0.019  1.237  -0.2696
C  -2.830  0.246  1.606  -0.5509
C  -3.243  -0.928  2.506  -0.0192
C  -3.705  0.260  0.348  -0.0303
C  -2.990  1.564  2.361  -0.0338
C  1.233  -2.064  -0.527  -0.5207
C  1.622  -3.171  0.463  -0.0165
C  2.453  -1.582  -1.315  -0.0326
C  0.268  -2.685  -1.552  -0.0479
C  2.351  0.661  1.501  -0.5160
C  2.210  1.693  2.630  -0.0512
C  3.214  -0.485  2.048  -0.0283
C  3.064  1.373  0.344  -0.0286
H  -0.245  1.546  2.373  0.1197
H  -1.566  -1.675  -0.171  0.1249
H  -3.186  -1.879  1.974  0.0914
H  -4.272  -0.785  2.838  0.0971
H  -2.608  -0.992  3.392  0.0976
H  -3.571  -0.645  -0.248  0.0856
H  -3.482  1.129  -0.272  0.0684
H  -4.756  0.311  0.635  0.0993
H  -2.418  1.566  3.290  0.0927
H  -4.039  1.712  2.621  0.0981
H  -2.674  2.413  1.751  0.0886
H  2.336  -2.834  1.211  0.0662
H  2.070  -4.001  -0.085  0.0997
H  0.739  -3.550  0.983  0.0978
H  3.270  -1.258  -0.679  0.0625
H  2.184  -0.767  -1.989  0.0856
H  2.829  -2.409  -1.919  0.0967
H  -0.553  -3.223  -1.077  0.0869
H  0.816  -3.412  -2.150  0.0968
H  -0.138  -1.930  -2.225  0.0740
H  1.731  1.269  3.514  0.0983
H  1.657  2.577  2.310  0.0923
H  3.206  2.024  2.922  0.0978
H  2.700  -1.025  2.847  0.1019
H  4.128  -0.062  2.467  0.0976
H  3.506  -1.197  1.283  0.0592
H  2.541  2.286  0.066  0.0684
H  3.168  0.755  -0.541  0.0623
H  4.065  1.654  0.676  0.1013
C  -0.213  0.531  -4.857  0.0352
C  -0.848  0.921  -3.560  -0.5068
N  -1.945  1.663  -3.588  0.2269
O  -0.316  0.531  -2.498  -0.1361
H  -0.904  0.599  -5.694  0.0924
H  0.178  -0.480  -4.775  0.0958
H  0.626  1.204  -5.037  0.1090
H  -2.339  1.953  -4.467  0.1328
H  -2.327  2.042  -2.732  0.0920
O  -1.539  2.607  -0.940  -0.2369
N  -0.579  3.365  -1.260  -0.1228
O  0.501  2.786  -1.042  -0.1700

---

Record 2
ORCA calculation (ωB97M-V/def2-TZVPD) on a structure of composition C8H12InO6.

Calculated values
* ΔE to the lowest compared entry with this formula, charge and spin: 23.7 kJ/mol
* LUMO: -17.921 eV
* max |F|: 1.87 eV Å⁻¹
* charge: +3
* orbital gap: 1.634 eV
* DFT total energy: -952.25097 hartree

Each line ends with the Löwdin charge.
CARTESIAN COORDINATES (ANGSTROEM)
In  -0.202  2.123  1.260  1.3380
C  5.618  -0.871  -0.602  0.0489
C  5.446  0.279  0.337  -0.1964
C  5.379  1.726  -0.280  0.0169
O  4.327  2.310  0.443  0.1699
C  3.593  1.367  1.043  -0.4947
O  2.551  1.556  1.622  0.0307
O  4.185  0.181  0.991  0.2266
H  4.974  -0.795  -1.482  0.1290
H  5.365  -1.835  -0.128  0.1379
H  6.659  -1.048  -0.882  0.1315
H  6.268  0.305  1.086  0.2387
H  5.191  1.592  -1.354  0.1825
H  6.316  2.273  -0.181  0.1728
C  -6.261  -0.765  0.918  0.0750
C  -5.108  -1.350  0.017  -0.1818
C  -5.108  -0.763  -1.384  -0.0022
O  -3.846  -0.167  -1.512  0.2031
C  -3.277  -0.021  -0.331  -0.4678
O  -2.313  0.644  -0.076  0.0513
O  -3.904  -0.841  0.571  0.2000
H  -6.200  -1.252  1.895  0.1177
H  -7.260  -0.900  0.494  0.1244
H  -6.181  0.302  1.146  0.1158
H  -5.052  -2.448  0.097  0.2216
H  -5.924  -0.041  -1.563  0.2000
H  -5.232  -1.560  -2.144  0.2107

---

Record 3
ORCA calculation (ωB97M-V/def2-TZVPD) on a structure of composition C5H8IN2O.

Calculated values
* ΔE to the lowest compared entry with this formula, charge and spin: 183.5 kJ/mol
* LUMO: -5.349 eV
* max |F|: 4.03 eV Å⁻¹
* charge: +1
* orbital gap: 7.480 eV
* DFT total energy: -677.40959 hartree

Each line ends with the Löwdin charge.
CARTESIAN COORDINATES (ANGSTROEM)
C  -1.579  0.037  -0.708  -0.5508
C  1.880  2.031  0.484  0.0083
C  0.522  0.706  0.245  -0.1689
C  -0.217  -1.557  0.845  0.0276
C  -0.382  -0.269  0.002  -0.1501
N  1.820  0.698  0.863  0.1734
N  0.741  2.078  -0.104  0.1978
O  -1.567  1.321  -1.203  -0.1393
I  -3.876  0.092  0.011  0.7076
H  -1.813  -0.717  -1.419  0.0746
H  2.624  2.726  0.486  0.1356
H  0.874  -1.644  0.822  0.0802
H  -0.479  -1.556  1.883  0.0995
H  -0.703  -2.341  0.398  0.0625
H  2.513  -0.100  1.003  0.2078
H  0.086  2.783  -0.447  0.1890
H  -2.448  1.572  -1.528  0.0453

---

Record 4
ORCA calculation (ωB97M-V/def2-TZVPD) on the molecule C19H23N3O6S.

Calculated values
* ΔE to the lowest compared entry with this formula, charge and spin: 1781.2 kJ/mol
* LUMO: -0.688 eV
* max |F|: 18.16 eV Å⁻¹
* SMILES: CCOC(=O)c1ccc(NC(=O)c2cc(S(=O)(=O)N3CCOCC3)cn2C)cc1
* orbital gap: 7.320 eV
* DFT total energy: -1751.06329 hartree

Each line ends with the Löwdin charge.
CARTESIAN COORDINATES (ANGSTROEM)
C  -5.241  -0.034  4.587  -0.1356
C  -4.605  -0.829  3.651  -0.1842
O  -3.079  -0.195  3.582  -0.0937
C  -2.291  -0.986  2.528  -0.3188
O  -2.620  -1.955  1.791  0.0554
C  -1.052  -0.303  2.437  -0.0829
C  -0.072  -1.023  1.675  0.0152
C  1.213  -0.605  1.642  -0.0930
C  1.442  0.565  1.992  -0.2345
N  2.921  1.037  1.977  0.1443
C  3.727  1.090  1.033  -0.5010
O  4.896  1.282  1.006  0.0871
C  2.774  0.972  -0.381  -0.0797
C  1.676  1.253  -0.805  -0.1654
C  1.557  1.280  -2.160  -0.2743
S  0.291  1.594  -3.202  0.5550
O  0.764  1.894  -4.407  -0.2176
O  -0.639  2.728  -2.530  -0.3938
N  -0.842  0.538  -3.372  -0.2113
C  -1.778  0.017  -2.287  -0.1184
C  -1.064  -1.068  -1.423  -0.3090
O  -0.843  -2.025  -2.230  -0.1730
C  0.205  -2.088  -3.260  0.0130
C  -0.388  -0.812  -4.321  0.0521
C  2.784  0.514  -2.730  0.0191
N  3.510  0.458  -1.609  -0.0612
C  4.951  -0.180  -1.686  0.0547
C  0.582  1.372  2.820  -0.0317
C  -0.577  0.900  3.240  0.0247
H  -4.694  -0.064  5.377  0.0132
H  -6.324  -0.231  4.629  0.1060
H  -5.266  1.137  4.232  0.1565
H  -5.150  -0.744  2.599  0.1629
H  -4.538  -1.841  3.889  0.0926
H  -0.450  -1.982  1.245  0.1397
H  1.979  -1.193  1.211  0.1431
H  3.292  1.512  2.963  0.2482
H  0.858  1.796  0.043  0.2319
H  -1.788  0.992  -1.616  0.1392
H  -2.682  -0.197  -2.829  0.1151
H  -2.022  -1.531  -0.821  0.1799
H  -0.102  -0.702  -0.860  0.1354
H  0.337  -2.754  -3.856  -0.0055
H  1.190  -1.492  -2.805  0.1574
H  0.410  -0.506  -4.726  -0.0132
H  -1.148  -1.328  -4.877  0.1019
H  2.880  0.399  -3.654  0.0483
H  5.140  0.387  -2.699  0.1407
H  5.457  0.449  -0.797  0.1099
H  5.018  -1.064  -1.296  0.0047
H  0.873  2.325  3.448  0.1613
H  -1.472  1.240  3.641  0.0893

---

Record 5
ORCA calculation (ωB97M-V/def2-TZVPD) on a structure of composition C16H22N6O5SZr.

Calculated values
* ΔE to the lowest compared entry with this formula, charge and spin: 0.0 kJ/mol
* LUMO: 0.154 eV
* max |F|: 0.22 eV Å⁻¹
* orbital gap: 8.180 eV
* DFT total energy: -1773.13909 hartree

Each line ends with the Löwdin charge.
CARTESIAN COORDINATES (ANGSTROEM)
Zr  0.137  0.305  0.267  1.6510
N  -2.197  -0.397  -3.597  0.0673
C  -1.686  0.143  -2.451  -0.8435
S  -1.905  -0.797  -0.982  0.6172
N  -1.153  1.315  -2.521  0.0038
N  -0.691  1.780  -1.302  -0.1411
C  -0.601  3.056  -1.214  -0.0483
C  -0.256  3.791  -0.016  -0.1430
C  -0.013  5.165  -0.131  -0.0347
C  0.224  5.948  0.977  -0.0898
C  0.186  5.360  2.240  -0.0792
C  -0.070  4.011  2.381  -0.0163
C  -0.274  3.197  1.262  -0.3300
O  -0.499  1.898  1.427  -0.2666
H  -2.294  -1.396  -3.611  0.0716
H  -1.876  0.035  -4.450  0.0977
H  -0.848  3.632  -2.105  0.1347
H  -0.011  5.606  -1.121  0.1147
H  0.426  7.005  0.870  0.1004
H  0.357  5.964  3.122  0.1037
H  -0.111  3.549  3.361  0.1100
C  2.418  -1.770  0.977  -0.1513
C  2.615  -0.728  2.111  -0.1532
N  1.377  0.024  2.380  -0.1338
C  0.615  -0.433  3.556  -0.1666
C  -0.885  -0.358  3.295  -0.1815
N  -1.199  -0.861  1.947  -0.1876
C  -1.157  -2.326  1.791  -0.2045
C  0.260  -2.836  1.518  -0.1652
N  0.994  -1.925  0.621  -0.1522
H  2.849  -2.735  1.259  0.1222
H  2.939  -1.436  0.081  0.1148
H  3.376  -0.019  1.795  0.1212
H  2.973  -1.209  3.024  0.1173
H  1.598  1.010  2.473  0.1150
H  0.858  0.158  4.442  0.1298
H  0.907  -1.457  3.784  0.1031
H  -1.208  0.680  3.326  0.1076
H  -1.423  -0.920  4.066  0.1244
H  -2.134  -0.551  1.698  0.0885
H  -1.789  -2.577  0.941  0.0674
H  -1.568  -2.828  2.673  0.1253
H  0.198  -3.839  1.089  0.1308
H  0.827  -2.936  2.442  0.1048
H  0.943  -2.243  -0.344  0.1142
O  2.886  -0.018  -2.893  0.1138
C  2.269  0.212  -1.888  -0.5436
O  1.153  -0.353  -1.505  -0.2382
C  2.772  1.252  -0.829  -0.5152
O  3.811  1.844  -0.924  0.1216
O  1.929  1.361  0.183  -0.2082

---

Record 6
ORCA calculation (ωB97M-V/def2-TZVPD) on a cluster of 2 separate species, C20H23NO2 in total.

Calculated values
* ΔE to the lowest compared entry with this formula, charge and spin: 353.2 kJ/mol
* LUMO: -0.467 eV
* max |F|: 5.40 eV Å⁻¹
* orbital gap: 7.104 eV
* DFT total energy: -981.05194 hartree

Each line ends with the Löwdin charge.
CARTESIAN COORDINATES (ANGSTROEM)
C  -2.054  4.246  0.090  -0.0812
C  -2.333  2.822  -0.290  -0.2111
O  -1.021  2.158  -0.351  -0.0199
C  -1.184  0.822  -0.551  -0.4651
C  0.079  -0.013  -0.667  -0.1323
N  -0.183  -1.200  -1.156  0.0740
C  0.272  -2.410  -1.197  -0.0853
C  -0.565  -3.504  -1.613  -0.1971
C  -0.166  -4.872  -1.561  -0.0365
C  -1.032  -5.860  -2.044  -0.0894
C  -2.304  -5.503  -2.555  -0.0824
C  -2.738  -4.159  -2.535  -0.0771
C  -1.884  -3.179  -2.026  -0.0191
O  -2.290  0.305  -0.626  0.0793
H  -2.909  4.913  -0.036  0.0778
H  -1.783  4.328  1.145  0.0692
H  -1.195  4.668  -0.443  0.0832
H  -2.988  2.358  0.454  0.1236
H  -2.822  2.761  -1.270  0.1278
H  1.045  0.485  -1.005  0.1553
H  1.291  -2.649  -0.889  0.1089
H  0.811  -5.137  -1.141  0.1091
H  -0.735  -6.912  -2.022  0.0999
H  -2.992  -6.266  -2.914  0.0953
H  -3.746  -3.877  -2.892  0.1095
H  -2.231  -2.130  -1.933  0.1139
C  1.669  -0.985  1.182  -0.0854
C  0.877  0.310  1.265  -0.3003
C  -0.281  0.275  2.246  -0.0486
C  1.679  1.529  1.237  -0.2014
C  1.255  2.746  1.830  -0.0263
C  2.125  3.833  1.954  -0.0750
C  3.412  3.766  1.400  -0.0919
C  3.837  2.596  0.774  -0.0891
C  2.983  1.511  0.675  -0.0396
H  2.034  -1.084  0.153  0.0549
H  2.562  -1.022  1.829  0.0977
H  1.064  -1.857  1.443  0.0851
H  -1.066  0.960  1.889  0.0720
H  -0.720  -0.738  2.314  0.0960
H  -0.027  0.593  3.276  0.0978
H  0.240  2.824  2.235  0.1059
H  1.764  4.760  2.400  0.1024
H  4.079  4.623  1.466  0.0998
H  4.824  2.549  0.305  0.1065
H  3.347  0.618  0.156  0.1091

---

What did we get for highest occupied orbital energy? Answer: -12.69; -19.56; -12.83; -8.01; -8.03; -7.57 eV, in the order shown.